A structure of composition C25H17F6FeO3 at a distorted geometry, computed with the ωB97M-V functional and the def2-TZVPD basis.

The geometry in XYZ format:
```
52
Properties=species:S:1:pos:R:3:forces:R:3
F -5.536 3.250 -1.442 -0.503 -0.552 -0.558
C -5.422 2.080 -2.147 0.879 -0.195 0.344
F -6.267 1.165 -1.583 0.135 0.794 -0.476
F -5.882 2.328 -3.414 -0.115 -0.007 0.768
C -4.000 1.602 -2.114 -1.114 -0.252 0.177
C -3.729 0.231 -2.021 0.897 -0.164 -0.252
C -2.406 -0.189 -1.904 -0.685 -0.186 0.214
C -1.326 0.732 -1.778 0.437 -0.463 0.263
C -0.032 0.233 -1.209 -0.250 -1.822 -1.420
C 1.247 0.730 -1.819 -0.043 -0.249 0.131
C 1.560 2.087 -2.089 0.172 0.390 0.474
C 2.882 2.519 -2.188 -0.624 0.379 -0.428
C 3.921 1.606 -2.162 0.810 -0.428 0.051
C 5.345 2.081 -2.173 -0.605 -0.109 0.301
F 6.176 1.159 -1.599 -0.180 0.829 -0.495
F 5.826 2.331 -3.432 0.017 -0.051 0.833
F 5.453 3.247 -1.462 0.452 -0.652 -0.582
C 3.645 0.232 -2.137 -0.706 0.134 -0.254
C 2.321 -0.187 -2.022 0.351 -0.171 0.369
C -1.638 2.077 -2.110 -0.254 0.656 0.461
C -2.960 2.511 -2.188 0.758 0.402 -0.458
H -4.544 -0.489 -2.061 0.228 0.095 0.023
H -2.208 -1.268 -1.874 0.024 0.467 0.171
H -0.038 -0.869 -1.167 -0.119 0.191 -1.454
H 0.783 2.850 -2.158 0.522 -0.359 0.281
H 3.106 3.590 -2.314 -0.207 -0.582 0.108
H 4.460 -0.486 -2.217 -0.268 0.112 0.049
H 2.120 -1.267 -2.028 -0.033 0.456 0.195
H -0.860 2.827 -2.256 -0.523 -0.325 0.265
H -3.183 3.579 -2.346 0.206 -0.592 0.062
O -1.042 -4.984 4.857 0.945 2.267 -1.083
C -0.483 -4.014 4.508 -2.821 -5.081 1.647
Fe 0.622 -2.712 4.273 1.400 3.003 2.562
C 1.059 -2.824 6.112 1.682 0.570 1.883
O 1.581 -2.997 7.143 -1.477 0.093 -2.356
C 1.826 -3.838 3.788 3.507 -3.941 1.375
O 2.469 -4.807 3.907 -0.826 1.626 -1.102
C -1.500 -0.406 2.663 1.066 -0.943 0.669
C -1.311 -0.132 1.199 -0.218 0.148 -1.199
C 0.069 0.097 0.564 0.001 3.315 0.882
C 1.154 -0.738 1.002 0.121 -1.044 0.881
C 1.070 -1.930 1.775 1.172 1.445 -1.712
C -0.089 -2.453 2.459 -2.202 0.001 -1.987
C -0.955 -1.530 3.233 -1.580 1.137 -0.555
H -2.173 0.252 3.222 0.319 -0.246 -0.049
H -1.714 -1.001 0.638 -0.220 0.213 0.293
H -1.916 0.742 0.925 -0.062 -0.346 -0.048
H 0.292 1.210 0.488 0.231 -1.103 1.418
H 2.126 -0.455 0.585 -0.175 -0.366 0.247
H 1.996 -2.546 1.773 -0.711 0.387 -0.205
H -0.595 -3.349 2.044 0.419 0.429 0.330
H -1.302 -1.878 4.254 -0.228 0.691 -1.055
```
Positions in Å, forces in eV/Å.

The HOMO energy (spin up / spin down) is -0.96 / -5.40 eV. Its total charge is -1. As for the spin multiplicity: 5. The expectation value of S² is 6.1111.